Entry 1:
The following is a DFT calculation (the ωB97M-V functional and the def2-TZVPD basis) of 12 unconnected molecules or ions with the total composition C24H72O24.

Atoms and positions in Å:
C  -7.71  -16.01  19.01
C  -6.30  -16.20  18.44
O  -6.12  -15.49  17.30
O  -7.88  -14.70  19.46
H  -8.04  -16.62  19.85
H  -8.52  -15.96  18.27
H  -6.13  -17.26  18.24
H  -5.54  -15.89  19.16
H  -6.32  -14.60  17.58
H  -8.76  -14.54  19.81
C  -12.01  -13.59  16.44
C  -13.23  -12.65  16.18
O  -13.34  -11.67  17.13
O  -10.83  -12.88  16.22
H  -12.10  -14.27  15.60
H  -12.06  -14.19  17.35
H  -14.15  -13.23  16.25
H  -13.18  -12.24  15.17
H  -12.79  -10.92  16.88
H  -10.63  -12.42  17.04
C  -10.97  -8.08  14.68
C  -12.17  -9.02  14.87
O  -12.30  -9.19  16.35
O  -10.79  -7.77  13.30
H  -10.08  -8.40  15.22
H  -11.25  -7.13  15.13
H  -11.84  -9.98  14.48
H  -13.10  -8.69  14.40
H  -12.78  -8.45  16.72
H  -11.41  -7.05  13.16
C  -4.98  -12.84  13.68
C  -4.35  -14.20  14.13
O  -4.99  -15.27  13.42
O  -4.68  -12.41  12.38
H  -4.66  -12.14  14.45
H  -6.04  -12.84  13.91
H  -4.60  -14.31  15.19
H  -3.27  -14.26  13.95
H  -5.82  -15.46  13.86
H  -3.81  -12.02  12.33
C  -8.49  -15.78  15.03
C  -9.40  -15.94  13.82
O  -8.91  -15.31  12.67
O  -7.32  -16.52  15.07
H  -9.09  -15.99  15.92
H  -8.22  -14.73  15.09
H  -10.42  -15.62  14.03
H  -9.39  -16.99  13.53
H  -8.93  -14.38  12.90
H  -6.81  -16.36  15.87
C  -11.04  -11.40  11.79
C  -9.82  -11.32  12.71
O  -9.63  -12.61  13.26
O  -12.12  -11.82  12.59
H  -10.87  -12.20  11.07
H  -11.30  -10.48  11.27
H  -9.89  -10.68  13.59
H  -8.95  -10.94  12.18
H  -10.14  -12.74  14.06
H  -11.91  -12.70  12.91
C  -11.13  -13.85  20.15
C  -11.35  -12.34  19.84
O  -10.47  -11.90  18.76
O  -10.11  -14.10  21.10
H  -10.92  -14.41  19.24
H  -12.05  -14.19  20.63
H  -11.16  -11.66  20.67
H  -12.38  -12.11  19.57
H  -10.64  -10.96  18.65
H  -10.37  -13.53  21.83
C  -3.97  -9.03  18.43
C  -4.27  -10.01  19.60
O  -5.11  -11.03  19.19
O  -5.08  -8.46  17.76
H  -3.38  -9.60  17.70
H  -3.41  -8.16  18.77
H  -4.72  -9.46  20.43
H  -3.36  -10.42  20.03
H  -5.48  -11.40  19.99
H  -5.60  -9.22  17.50
C  -9.52  -8.39  19.52
C  -8.57  -9.32  20.38
O  -9.03  -9.26  21.75
O  -10.74  -9.13  19.24
H  -9.03  -8.10  18.59
H  -9.76  -7.49  20.09
H  -7.63  -8.78  20.29
H  -8.52  -10.32  19.96
H  -9.82  -9.81  21.77
H  -11.33  -8.53  18.78
C  -7.56  -6.61  14.84
C  -6.10  -6.11  15.13
O  -6.03  -4.70  15.37
O  -7.48  -7.94  14.42
H  -8.04  -6.05  14.04
H  -8.20  -6.44  15.70
H  -5.52  -6.23  14.22
H  -5.80  -6.70  16.00
H  -5.19  -4.43  15.74
H  -7.11  -7.97  13.54
C  -7.64  -12.09  16.84
C  -7.65  -10.95  15.85
O  -7.22  -9.76  16.50
O  -6.35  -12.53  17.05
H  -8.30  -12.88  16.45
H  -8.13  -11.71  17.73
H  -8.68  -10.87  15.51
H  -7.08  -11.10  14.93
H  -7.28  -9.05  15.86
H  -6.03  -11.93  17.72
C  -3.21  -14.07  17.97
C  -2.82  -12.63  17.39
O  -2.04  -12.80  16.20
O  -2.04  -14.62  18.67
H  -3.61  -14.74  17.21
H  -3.99  -14.05  18.74
H  -2.18  -12.05  18.07
H  -3.68  -12.00  17.15
H  -1.11  -12.89  16.42
H  -2.21  -15.53  18.95

- relative energy (zero: lowest compared OMol25 entry of this formula, charge and spin) (eV) = 2.655
- SMILES string = OCCO.OCCO.OCCO.OCCO.OCCO.OCCO.OCCO.OCCO.OCCO.OCCO.OCCO.OCCO
- HOMO-LUMO gap (eV) = 8.41
- largest force on an atom (eV/A) = 2.8
- spin multiplicity = 1
- calculated total energy (eV) = -75188.6677
- lowest unoccupied orbital energy (eV) = -0.15

***

Entry 2:
The following is a DFT calculation (the ωB97M-V functional and the def2-TZVPD basis) of a single C22H15F3N4O3S molecule.

Atoms and positions in Å:
O  0.23  -3.53  -0.77
F  -0.11  5.17  0.36
F  -2.17  5.23  -0.47
F  -1.57  6.63  1.15
N  -1.11  -0.85  -2.78
N  -2.07  2.12  -0.06
N  -1.61  0.22  1.03
O  -2.60  1.03  -0.76
O  -1.96  4.46  1.60
S  1.08  -0.08  -3.92
C  -0.47  -2.60  -1.11
C  -0.64  0.03  -3.63
C  -1.51  1.59  1.01
C  -2.28  -0.09  -0.03
C  -0.11  -1.67  -2.21
C  1.16  -1.41  -2.75
C  4.98  -3.05  -1.68
C  0.28  3.64  4.31
C  4.78  -1.67  -1.75
C  3.98  -3.94  -2.03
C  0.59  2.28  4.05
C  -0.53  4.35  3.46
C  3.54  -1.17  -2.07
C  2.72  -3.44  -2.42
C  -0.04  1.62  3.00
C  -1.11  3.70  2.36
C  2.48  -2.05  -2.43
C  -0.85  2.34  2.10
N  -1.66  -2.50  -0.41
C  -1.42  5.37  0.65
C  -2.17  -3.29  0.69
C  -3.37  -2.37  0.66
C  -2.69  -1.52  -0.45
H  -1.22  0.84  -4.06
H  5.95  -3.44  -1.34
H  0.76  4.17  5.12
H  5.60  -0.96  -1.57
H  4.13  -5.03  -1.97
H  1.25  1.73  4.75
H  -0.75  5.38  3.67
H  3.43  -0.09  -2.05
H  1.93  -4.14  -2.70
H  0.20  0.57  2.90
H  -2.36  -4.31  0.42
H  -1.53  -3.26  1.57
H  -3.51  -1.84  1.63
H  -4.35  -2.75  0.31
H  -3.29  -1.48  -1.39

- SMILES string = O=C(c1ncsc1-c1ccccc1)N1CC[C@H]1c1nc(-c2ccccc2OC(F)(F)F)no1
- HOMO-LUMO gap (eV) = 8.97
- largest force on an atom (eV/A) = 2.9
- spin multiplicity = 1
- calculated total energy (eV) = -54146.5398
- lowest unoccupied orbital energy (eV) = 0.11

***

Entry 3:
The following is a DFT calculation (the ωB97M-V functional and the def2-TZVPD basis) of a single C5H5Cl molecule.

Atoms and positions in Å:
C  0.85  0.37  0.23
C  1.58  -0.37  1.14
C  -0.68  0.12  0.33
C  -1.27  0.12  -1.01
C  -1.75  -0.09  -2.09
H  2.62  -0.33  1.18
H  1.01  -1.14  1.71
H  -0.88  -1.03  0.73
H  -1.07  0.85  1.20
H  -1.82  -0.32  -3.11
Cl  1.40  1.83  -0.32

- relative energy (zero: lowest compared OMol25 entry of this formula, charge and spin) (eV) = 2.800
- SMILES string = C#CCC(=C)Cl
- HOMO-LUMO gap (eV) = 9.99
- largest force on an atom (eV/A) = 5.4
- spin multiplicity = 1
- calculated total energy (eV) = -17784.7597
- lowest unoccupied orbital energy (eV) = 0.61

***

Entry 4:
The following is a DFT calculation (the ωB97M-V functional and the def2-TZVPD basis) of a single C4H11N3S molecule.

Atoms and positions in Å:
C  2.17  -0.33  -0.93
C  -0.12  -0.68  -0.16
C  -2.43  -0.98  0.01
C  0.53  1.26  1.41
H  2.06  -0.47  -2.07
H  3.17  -0.49  -0.50
H  1.94  0.85  -0.82
H  1.35  -2.10  -0.41
H  -2.70  -1.76  0.64
H  -2.58  0.02  0.50
H  -2.86  -1.02  -1.06
H  -0.15  1.57  2.14
H  1.23  2.07  1.16
H  1.00  0.53  2.04
H  -1.91  1.89  -0.35
N  1.26  -1.16  -0.27
N  -1.10  -1.43  -0.29
N  -0.08  0.71  0.14
S  -0.79  1.52  -1.17

- relative energy (zero: lowest compared OMol25 entry of this formula, charge and spin) (eV) = 3.148
- SMILES string = C/N=C(/NC)N(C)S
- HOMO-LUMO gap (eV) = 9.13
- largest force on an atom (eV/A) = 5.7
- spin multiplicity = 1
- calculated total energy (eV) = -19629.0127
- lowest unoccupied orbital energy (eV) = 0.69

***

Entry 5:
The following is a DFT calculation (the ωB97M-V functional and the def2-TZVPD basis) of a molecular structure, C39H39BrF5N5O2ReSSe.

Atoms and positions in Å:
Re  0.45  -0.27  0.10
Br  2.57  5.08  -4.97
C  3.94  4.10  -4.12
C  4.84  3.38  -4.89
C  5.84  2.66  -4.25
C  5.91  2.63  -2.87
C  5.03  3.39  -2.11
C  4.04  4.13  -2.74
N  7.01  1.89  -2.30
N  6.88  1.18  -1.29
C  5.60  0.95  -0.70
C  5.46  1.25  0.64
C  4.22  1.21  1.29
C  3.09  0.80  0.60
O  1.89  0.79  1.08
C  3.27  0.35  -0.74
N  2.13  -0.13  -1.33
C  2.18  -0.49  -2.59
C  3.37  -0.50  -3.33
C  4.53  -0.07  -2.74
C  4.50  0.42  -1.42
H  4.77  3.39  -5.97
H  6.58  2.11  -4.83
H  5.09  3.41  -1.03
H  3.35  4.72  -2.15
H  6.34  1.59  1.17
H  4.12  1.52  2.32
H  1.25  -0.81  -3.05
H  3.36  -0.85  -4.35
H  5.46  -0.10  -3.29
F  -4.39  6.10  4.48
C  -3.39  5.30  4.09
C  -3.12  4.11  4.74
F  -3.89  3.75  5.78
C  -2.08  3.31  4.31
F  -1.90  2.17  5.01
C  -1.25  3.62  3.24
Se  0.15  2.47  2.66
C  -1.55  4.83  2.62
F  -0.83  5.26  1.57
C  -2.59  5.66  3.02
F  -2.82  6.81  2.37
C  -3.32  -2.40  -2.78
C  -1.89  -2.45  -3.28
S  -0.62  -2.37  -2.01
O  -1.01  -1.10  -1.24
C  -1.05  -3.78  -0.96
C  -1.97  -3.43  0.20
H  -3.99  -2.18  -3.61
H  -3.44  -1.61  -2.03
H  -3.63  -3.35  -2.34
H  -1.66  -1.60  -3.92
H  -1.66  -3.36  -3.85
H  -0.09  -4.15  -0.59
H  -1.47  -4.53  -1.63
H  -1.62  -2.53  0.70
H  -1.96  -4.25  0.92
H  -3.00  -3.27  -0.12
C  2.81  -2.54  1.36
C  2.13  -3.14  2.59
C  1.48  -4.48  2.24
C  1.11  -2.31  3.37
C  1.18  -2.42  4.75
C  0.23  -1.83  5.57
C  -0.87  -1.20  5.00
C  -1.02  -1.09  3.62
C  -2.40  -0.64  3.16
C  -2.60  0.07  1.83
C  -3.33  -1.87  3.24
C  0.04  -1.57  2.82
N  0.08  -1.20  1.48
H  3.64  -3.19  1.07
H  3.20  -1.55  1.55
H  2.13  -2.49  0.50
H  2.93  -3.33  3.30
H  0.61  -4.32  1.59
H  1.13  -5.00  3.13
H  2.18  -5.13  1.71
H  2.00  -2.96  5.20
H  0.32  -1.88  6.64
H  -1.64  -0.78  5.64
H  -2.73  0.05  3.94
H  -2.50  -0.60  0.98
H  -1.89  0.90  1.72
H  -3.61  0.48  1.81
H  -2.99  -2.66  2.56
H  -4.35  -1.59  2.95
H  -3.36  -2.29  4.24
C  -1.36  3.81  -1.36
C  -0.71  2.54  -1.10
N  -0.20  1.55  -0.85
H  -1.99  4.04  -0.51
H  -1.96  3.74  -2.27
H  -0.60  4.58  -1.47

- relative energy (zero: lowest compared OMol25 entry of this formula, charge and spin) (eV) = 2.068
- HOMO-LUMO gap (alpha / beta) (eV) = 5.04 / 4.55
- largest force on an atom (eV/A) = 0.4
- spin multiplicity = 2
- calculated total energy (eV) = -214559.3289
- lowest unoccupied orbital energy (alpha / beta) (eV) = -0.68 / -1.16
- expectation value of S² = 0.77

***

Entry 6:
The following is a DFT calculation (the ωB97M-V functional and the def2-TZVPD basis) of a molecular structure, C4H5AgLiO.

Atoms and positions in Å:
C  1.78  0.99  0.20
C  1.95  2.12  0.63
H  2.17  3.10  1.02
C  -1.21  1.02  0.88
C  -1.73  -0.15  0.14
O  -0.98  -1.03  -0.39
Ag  1.07  -0.84  -0.49
H  -2.03  1.54  1.39
H  -0.62  0.62  1.71
H  -1.24  1.59  -0.16
H  -2.75  -0.47  0.40
Li  -1.93  -2.66  -1.12

- relative energy (zero: lowest compared OMol25 entry of this formula, charge and spin) (eV) = 0.000
- HOMO-LUMO gap (alpha / beta) (eV) = 9.48 / 7.06
- largest force on an atom (eV/A) = 4.0
- total charge = +2
- spin multiplicity = 2
- calculated total energy (eV) = -10457.5488
- lowest unoccupied orbital energy (alpha / beta) (eV) = -8.86 / -11.21
- expectation value of S² = 0.75

***

Entry 7:
The following is a DFT calculation (the ωB97M-V functional and the def2-TZVPD basis) of a molecular structure, C4H4LiMgNaO2.

Atoms and positions in Å:
O  -1.48  1.88  -1.85
C  -1.49  0.92  -1.07
C  -1.04  0.03  -0.29
Na  -1.08  2.08  -4.34
Li  -1.16  3.53  -0.87
H  -1.76  -0.78  -0.81
C  1.35  -1.40  1.85
C  1.60  -1.21  0.51
O  0.41  -0.79  2.52
H  1.81  -2.26  2.35
H  2.02  -2.05  -0.05
H  1.87  -0.18  0.22
Mg  -1.04  0.23  1.83

- relative energy (zero: lowest compared OMol25 entry of this formula, charge and spin) (eV) = 0.000
- HOMO-LUMO gap (eV) = 4.20
- largest force on an atom (eV/A) = 3.6
- total charge = +2
- spin multiplicity = 1
- calculated total energy (eV) = -18356.1001
- lowest unoccupied orbital energy (eV) = -8.47

***

Entry 8:
The following is a DFT calculation (the ωB97M-V functional and the def2-TZVPD basis) of a molecular structure, C3H7ClNO3P.

Atoms and positions in Å:
C  0.91  0.92  1.30
C  1.37  -1.25  -0.68
C  -0.74  0.70  -1.13
N  -1.80  1.27  -0.51
O  -1.84  0.89  0.68
O  -2.82  1.79  -0.90
O  -0.50  -1.58  0.56
P  0.09  -0.22  0.08
Cl  -2.09  -1.76  0.93
H  1.08  0.34  2.22
H  1.97  1.09  0.98
H  0.37  1.83  1.28
H  2.11  -0.75  -1.35
H  1.78  -1.90  0.05
H  0.73  -1.97  -1.31
H  -0.61  0.59  -2.19

- relative energy (zero: lowest compared OMol25 entry of this formula, charge and spin) (eV) = 3.031
- HOMO-LUMO gap (eV) = 8.94
- largest force on an atom (eV/A) = 4.0
- spin multiplicity = 1
- calculated total energy (eV) = -32662.5156
- lowest unoccupied orbital energy (eV) = 0.03